214
Properties=species:S:1:pos:R:3 method="wB97M-V/def2-TZVPD" lumo_ev=0.058 energy_ev=-116150.426 homo_ev=-8.68 de_lowest_kcal_mol=31.5 gap_ev=8.7427
C 6.943 -1.236 -3.305
C 7.314 -0.115 -2.332
O 8.651 0.363 -2.627
O 7.638 -1.154 -4.538
H 5.861 -1.140 -3.471
H 7.002 -2.255 -2.908
H 7.277 -0.420 -1.291
H 6.787 0.802 -2.595
H 8.929 0.062 -3.499
H 7.270 -1.818 -5.125
C -2.147 -5.569 -4.937
C -0.984 -4.636 -5.162
O 0.000 -4.809 -4.141
O -2.820 -5.187 -3.733
H -1.812 -6.599 -4.793
H -2.784 -5.531 -5.819
H -1.385 -3.639 -5.371
H -0.396 -4.954 -6.036
H 0.618 -4.036 -4.202
H -2.257 -5.448 -2.999
C 8.049 1.076 2.359
C 9.036 2.091 1.764
O 10.381 1.787 2.190
O 8.449 -0.278 2.201
H 7.155 1.285 1.764
H 7.877 1.261 3.421
H 8.802 3.081 2.159
H 8.961 2.108 0.680
H 10.498 2.240 3.030
H 9.416 -0.205 2.167
C -6.870 1.183 -0.370
C -5.947 0.044 -0.626
O -5.902 -0.480 -1.956
O -6.717 2.254 -1.284
H -6.722 1.517 0.664
H -7.920 0.888 -0.506
H -6.080 -0.740 0.121
H -4.942 0.408 -0.364
H -5.608 0.308 -2.441
H -7.561 2.462 -1.679
C -4.371 -2.573 -4.768
C -4.540 -2.834 -6.261
O -5.706 -3.589 -6.567
O -5.066 -1.368 -4.493
H -3.310 -2.454 -4.515
H -4.605 -3.444 -4.152
H -3.668 -3.339 -6.681
H -4.541 -1.892 -6.817
H -6.451 -3.047 -6.286
H -5.244 -1.223 -3.553
C -3.467 0.485 3.543
C -2.753 1.794 3.911
O -1.800 2.009 2.893
O -4.554 0.693 2.593
H -4.075 0.065 4.349
H -2.662 -0.185 3.248
H -2.265 1.737 4.890
H -3.488 2.599 3.934
H -1.213 1.257 2.776
H -5.283 1.047 3.110
C 3.995 2.654 -2.660
C 3.044 1.790 -3.425
O 3.047 0.430 -2.948
O 3.491 3.294 -1.499
H 4.238 3.533 -3.269
H 4.926 2.101 -2.491
H 3.129 1.717 -4.508
H 2.020 2.138 -3.237
H 2.924 0.412 -1.991
H 3.270 2.553 -0.890
C 5.468 -2.657 2.875
O 4.153 -2.159 2.772
C 3.286 -2.643 3.787
C 1.957 -1.940 3.621
N 0.954 -2.413 4.601
C -0.286 -1.674 4.360
C -1.431 -2.318 5.105
O -1.638 -3.626 4.690
C -2.526 -4.370 5.472
H 5.699 -3.346 2.056
H 5.668 -3.034 3.879
H 6.194 -1.856 2.695
H 3.650 -2.357 4.780
H 3.229 -3.728 3.638
H 1.660 -2.076 2.570
H 2.147 -0.876 3.798
H 0.859 -3.362 4.237
H -0.441 -1.729 3.266
H -0.013 -0.622 4.491
H -2.276 -1.635 4.896
H -1.369 -2.262 6.199
H -2.513 -5.425 5.210
H -3.558 -4.017 5.346
H -2.320 -4.279 6.545
C -3.300 -2.875 1.742
O -1.943 -3.074 1.393
C -1.531 -4.411 1.494
C -0.035 -4.562 1.311
N 0.307 -4.070 -0.029
C 1.697 -4.253 -0.453
C 2.494 -5.424 0.103
O 3.793 -5.420 -0.462
C 4.608 -6.443 0.095
H -3.518 -3.232 2.751
H -3.902 -3.471 1.041
H -3.540 -1.834 1.541
H -2.040 -4.956 0.680
H -1.888 -4.897 2.410
H 0.111 -5.644 1.431
H 0.550 -4.098 2.107
H -0.414 -4.229 -0.709
H 2.294 -3.350 -0.287
H 1.409 -4.348 -1.506
H 1.947 -6.358 -0.082
H 2.620 -5.350 1.190
H 4.131 -7.374 -0.232
H 4.766 -6.420 1.176
H 5.569 -6.331 -0.405
C -10.244 8.973 3.512
O -9.779 7.779 2.934
C -8.445 7.925 2.531
C -7.902 6.594 2.020
N -6.929 6.654 0.931
C -5.565 6.689 1.398
C -5.009 5.342 1.869
O -4.768 4.587 0.678
C -3.908 3.466 0.819
H -9.707 9.205 4.435
H -11.313 8.997 3.727
H -10.145 9.835 2.840
H -7.765 8.265 3.324
H -8.333 8.654 1.718
H -8.759 6.034 1.629
H -7.640 6.010 2.914
H -7.077 5.810 0.393
H -5.236 7.363 2.197
H -4.899 6.988 0.583
H -5.731 4.919 2.581
H -4.016 5.316 2.336
H -3.674 3.066 -0.164
H -4.444 2.776 1.470
H -2.985 3.769 1.327
C 4.553 0.920 0.665
O 3.252 1.256 0.256
C 2.353 0.534 1.116
C 0.917 0.793 0.757
N 0.611 0.847 -0.670
C -0.774 1.209 -0.945
C -1.732 0.058 -0.566
O -1.335 -1.003 -1.440
C -2.194 -2.141 -1.464
H 5.356 1.348 0.057
H 4.718 -0.157 0.526
H 4.941 1.118 1.671
H 2.628 0.644 2.170
H 2.573 -0.538 0.979
H 0.590 1.698 1.272
H 0.406 -0.084 1.184
H 0.668 -0.087 -1.071
H -0.733 1.380 -2.023
H -1.139 2.122 -0.468
H -2.782 0.353 -0.691
H -1.691 -0.343 0.453
H -1.679 -2.765 -2.195
H -3.208 -1.836 -1.728
H -2.198 -2.679 -0.510
C 5.439 -8.820 -4.099
O 4.333 -8.079 -4.608
C 4.530 -6.658 -4.676
C 3.315 -5.976 -5.292
N 3.430 -4.524 -5.186
C 3.061 -4.027 -3.839
C 2.558 -2.617 -3.949
O 1.283 -2.539 -4.601
C 0.861 -1.205 -4.803
H 5.530 -8.793 -3.012
H 6.375 -8.515 -4.574
H 5.131 -9.806 -4.446
H 5.451 -6.564 -5.258
H 4.738 -6.286 -3.667
H 2.320 -6.328 -4.987
H 3.266 -6.278 -6.345
H 2.732 -4.189 -5.843
H 3.947 -4.135 -3.213
H 2.319 -4.716 -3.426
H 3.264 -1.878 -4.326
H 2.398 -2.370 -2.887
H 1.538 -0.355 -4.890
H 0.296 -0.905 -3.908
H 0.097 -1.108 -5.575
C 0.914 4.997 0.230
O 1.581 5.351 1.456
C 1.152 4.607 2.586
C -0.220 5.043 3.058
N -0.112 6.457 3.425
C -1.442 7.071 3.414
C -1.334 8.586 3.535
O -0.667 9.050 2.356
C -1.150 10.308 1.893
H -0.070 5.480 0.324
H 0.716 3.926 0.251
H 1.371 5.508 -0.607
H 1.904 4.891 3.323
H 1.190 3.541 2.340
H -0.667 4.463 3.867
H -0.913 4.948 2.206
H 0.448 6.887 2.693
H -2.122 6.582 4.108
H -1.828 7.032 2.381
H -0.592 8.791 4.320
H -2.230 9.183 3.709
H -2.177 10.123 1.563
H -0.505 10.654 1.090
H -1.110 11.024 2.719